Entry 1:
{"formula": "C4H5N2PS2", "method": "ωB97M-V with the def2-TZVPD basis set", "symbols": ["C", "C", "C", "S", "S", "P", "N", "N", "C", "H", "H", "H", "H", "H"], "positions_angstrom": [[-1.04033, 0.61137, 0.49116], [-0.96356, -0.69311, 0.71389], [-0.38864, -1.66764, -0.25649], [1.21973, -2.15602, 0.34670], [2.46905, -1.00581, -0.70084], [2.60800, 1.21483, 0.56344], [1.38149, 2.06449, 0.10147], [0.35190, 2.05796, -0.68757], [-0.68313, 1.37480, -0.64842], [-1.25112, 1.27629, 1.37620], [-1.13098, -0.98613, 1.70615], [-0.90725, -2.63369, -0.49835], [-0.20989, -1.03806, -1.19686], [-1.45528, 1.58072, -1.31047]], "atomic_forces_ev_per_a": [[-0.285, -0.324, 3.039], [0.049, 0.217, -0.800], [-0.466, 0.742, -1.872], [0.582, -0.509, 0.584], [0.685, 2.017, 0.448], [-0.889, -1.162, -1.308], [-0.127, -0.891, 0.860], [2.673, 1.756, -1.647], [-0.552, -0.459, 0.883], [0.004, -0.770, -0.764], [-0.439, -0.754, 1.206], [-0.050, 1.189, 0.366], [-0.234, -1.449, 0.879], [-0.952, 0.397, -1.873]], "lowdin_charge": [-0.130, -0.202, -0.576, 0.354, -0.006, 0.752, -0.446, -0.033, -0.194, 0.137, 0.083, 0.084, 0.074, 0.103], "smiles": "C1=C/CSS\\P=N/N=C\\1", "lumo_energy_ha": -0.02745, "largest_force_ha_per_bohr": 0.0700, "e_tot_ha": -1402.5549}

***

Entry 2:
{"formula": "C5H9NO", "method": "ωB97M-V with the def2-TZVPD basis set", "symbols": ["C", "C", "N", "C", "C", "H", "H", "H", "H", "H", "H", "H", "C", "O", "H", "H"], "positions_angstrom": [[1.69778, 0.93510, -0.46916], [1.24724, -0.10301, -1.16412], [1.01027, -1.38708, -0.57627], [-0.33577, -1.56788, -0.12748], [-0.76174, -1.19555, 1.07455], [1.96880, 0.82898, 0.57996], [1.78909, 1.91357, -0.93391], [0.99948, 0.00818, -2.22432], [1.23861, -2.10613, -1.25511], [-1.03795, -2.00214, -0.84351], [-0.07608, -0.77859, 1.80964], [-1.81148, -1.29241, 1.33708], [-1.47695, 1.68451, 0.70114], [-2.28914, 1.79216, -0.18266], [-0.39315, 1.62185, 0.50331], [-1.76901, 1.64845, 1.77087]], "atomic_forces_ev_per_a": [[-0.004, -0.186, -0.094], [0.126, 0.356, 0.036], [-0.014, -0.081, -0.166], [-0.213, 0.010, 0.230], [0.106, -0.076, -0.165], [-0.063, 0.015, -0.194], [0.045, -0.195, 0.065], [0.074, -0.002, 0.187], [-0.074, 0.081, 0.099], [0.104, 0.015, 0.131], [-0.105, -0.064, -0.129], [0.194, -0.024, -0.022], [-0.228, 0.128, -0.190], [0.316, -0.026, 0.381], [-0.169, 0.053, -0.047], [-0.096, -0.003, -0.121]], "lowdin_charge": [-0.013, -0.229, -0.052, -0.222, -0.014, 0.068, 0.062, 0.109, 0.108, 0.109, 0.069, 0.063, -0.172, -0.009, 0.041, 0.084], "smiles": "C=CNC=C.C=O", "lumo_energy_ha": 0.03226, "largest_force_ha_per_bohr": 0.0096, "e_tot_ha": -325.8117}

***

Entry 3:
{"formula": "C11H19O", "method": "ωB97M-V with the def2-TZVPD basis set", "symbols": ["C", "C", "C", "C", "C", "C", "C", "C", "C", "C", "C", "O", "H", "H", "H", "H", "H", "H", "H", "H", "H", "H", "H", "H", "H", "H", "H", "H", "H", "H", "H"], "positions_angstrom": [[1.22749, 0.27423, -0.66031], [-0.64520, 0.78306, 1.86391], [1.11481, -0.82598, -1.19137], [0.27999, 1.90979, 1.80393], [-4.05662, 0.46894, 0.01348], [2.92803, -3.25509, -2.47617], [1.53495, 1.66861, -0.35774], [-2.05318, 0.92614, 1.64515], [1.61994, 1.74516, 1.14645], [-2.49410, 0.74928, 0.10937], [1.89883, -2.99408, -1.34518], [0.95314, -2.03138, -1.60952], [-0.33104, 2.90183, 1.65068], [0.51550, 1.94311, 2.80084], [-0.31739, -0.24446, 1.96177], [-4.62387, 1.52539, -0.06909], [-4.53340, -0.19724, 0.88766], [-4.33394, -0.04603, -0.89397], [2.57231, -2.44107, -3.11662], [3.84099, -2.98340, -2.04463], [2.80360, -4.22388, -2.82812], [0.70626, 2.26495, -0.81350], [2.41307, 1.87277, -0.81513], [-2.40469, 1.87276, 1.90904], [-2.56825, 0.12737, 2.11681], [2.14923, 2.64423, 1.33702], [2.26779, 0.86961, 1.57116], [-2.05351, -0.10940, -0.35197], [-2.29254, 1.58908, -0.60337], [2.43006, -2.83466, -0.38952], [1.45173, -3.94965, -1.25106]], "atomic_forces_ev_per_a": [[-0.649, -2.221, -1.656], [0.291, 0.432, -2.212], [0.346, 1.419, 1.260], [-2.842, 0.512, -1.718], [-1.460, 1.788, 1.973], [-2.359, 3.393, 1.245], [-3.651, -1.862, 0.549], [0.107, -0.738, -1.165], [1.576, -0.467, 0.147], [-1.628, -0.245, -1.044], [2.901, -2.426, 1.156], [-1.757, 1.352, -0.615], [1.411, -1.788, -0.229], [0.738, 0.302, 3.492], [0.605, -0.005, 0.313], [1.093, -2.485, 0.594], [1.277, 1.718, -1.748], [0.386, -0.161, -0.381], [0.808, -0.582, -1.043], [1.795, -0.084, -0.100], [0.222, -1.445, -0.980], [0.780, 0.041, 0.565], [2.864, 1.141, -1.273], [-0.638, 1.599, 0.651], [-0.635, -0.584, 0.642], [0.676, 0.868, 0.730], [-1.444, 1.525, -0.693], [0.807, -0.569, 0.141], [0.252, -0.337, 1.225], [-0.435, 0.441, -0.292], [-1.437, -0.532, 0.464]], "lowdin_charge": [-0.014, 0.124, -0.085, -0.155, -0.103, -0.014, -0.188, -0.135, -0.186, -0.175, -0.250, -0.004, 0.193, 0.127, 0.155, 0.119, 0.119, 0.053, 0.095, 0.059, 0.059, 0.147, 0.088, 0.117, 0.116, 0.108, 0.178, 0.084, 0.127, 0.134, 0.107], "charge": 1, "lumo_energy_ha": [-0.21722, -0.21721], "largest_force_ha_per_bohr": 0.0839, "e_tot_ha": -505.2963}

***

Entry 4:
{"formula": "C17H21N6PReSSe", "method": "ωB97M-V with the def2-TZVPD basis set", "symbols": ["Re", "C", "C", "N", "N", "C", "S", "N", "N", "H", "H", "H", "H", "H", "H", "Se", "N", "C", "C", "C", "C", "C", "C", "N", "H", "H", "H", "H", "C", "P", "C", "C", "C", "C", "C", "C", "C", "H", "H", "H", "H", "H", "H", "H", "H", "H", "H", "H"], "positions_angstrom": [[-0.33967, -0.27050, -0.16343], [-1.13194, 4.32593, -2.82980], [-1.31803, 3.90354, -1.41914], [-1.74438, 4.62604, -0.43059], [-1.77497, 3.79601, 0.66313], [-1.36993, 2.58316, 0.37554], [-1.11909, 1.15639, 1.36589], [-1.06757, 2.61371, -0.92809], [-0.64140, 1.42761, -1.57701], [-1.36142, 5.38814, -2.89941], [-1.81283, 3.78349, -3.48969], [-0.10178, 4.17298, -3.15802], [-2.09457, 4.16745, 1.55464], [-1.38284, 1.18277, -2.24367], [0.19620, 1.63035, -2.13416], [-3.15955, -1.51465, -1.22291], [-1.71387, -1.66446, -0.01028], [-1.94126, -2.82298, 0.72670], [-1.20497, -3.30746, 1.78913], [-1.61846, -4.49802, 2.39623], [-2.74571, -5.23231, 1.97525], [-3.50929, -4.77411, 0.93919], [-3.12273, -3.54831, 0.30346], [-3.84605, -3.03181, -0.66366], [-0.34331, -2.78092, 2.17646], [-1.04388, -4.86769, 3.23811], [-3.01261, -6.14953, 2.48458], [-4.39554, -5.28908, 0.58751], [2.48348, -2.39018, 0.53613], [1.62079, -0.87451, 0.96512], [1.91766, -0.50238, 2.69735], [2.00019, 0.46993, -0.16189], [2.06476, 1.80828, 0.32485], [2.58278, 2.79958, -0.47899], [3.01727, 2.49421, -1.77796], [2.92975, 1.19654, -2.28881], [2.44319, 0.18108, -1.48755], [2.36285, -2.66728, -0.51020], [2.09628, -3.19414, 1.16528], [3.54642, -2.25392, 0.75891], [2.95347, -0.16342, 2.79729], [1.80302, -1.42770, 3.26585], [1.23667, 0.25264, 3.08455], [1.77182, 2.03818, 1.34210], [2.69800, 3.80669, -0.09664], [3.45654, 3.27660, -2.38756], [3.29489, 0.97858, -3.28507], [2.44163, -0.83453, -1.86873]], "atomic_forces_ev_per_a": [[-0.273, 0.462, 0.220], [-0.030, -0.016, 0.208], [-0.010, 0.012, -0.207], [-0.001, -0.306, 0.346], [-0.018, 0.352, -0.280], [-0.130, -0.060, 0.114], [0.096, 0.150, 0.170], [0.111, -0.093, -0.082], [-0.325, 0.291, -0.094], [-0.009, 0.005, -0.017], [0.008, 0.015, -0.031], [-0.008, -0.002, -0.022], [-0.031, 0.037, 0.006], [0.129, -0.074, -0.125], [0.047, 0.090, 0.050], [-0.346, -0.521, -0.241], [0.521, -0.370, -0.101], [0.071, 0.343, 0.087], [0.003, -0.155, 0.103], [0.104, 0.191, -0.062], [-0.134, -0.033, -0.101], [0.103, 0.035, 0.056], [-0.204, -0.222, -0.011], [0.395, 0.635, -0.044], [-0.007, 0.000, -0.017], [-0.029, -0.018, 0.006], [0.037, 0.014, 0.017], [0.007, 0.018, -0.010], [0.104, 0.061, -0.027], [-0.049, -0.745, 0.453], [0.064, 0.146, -0.100], [-0.167, -0.144, -0.261], [0.052, -0.015, -0.129], [-0.014, 0.027, -0.048], [0.008, 0.010, 0.010], [-0.010, 0.056, -0.047], [-0.107, -0.020, 0.055], [-0.015, -0.024, 0.015], [0.004, -0.012, -0.010], [0.002, -0.034, -0.002], [0.001, -0.033, 0.055], [-0.020, 0.005, 0.015], [0.025, 0.003, 0.027], [0.022, -0.028, 0.015], [0.006, -0.003, 0.005], [-0.003, -0.001, -0.004], [-0.010, -0.008, -0.001], [0.031, -0.020, 0.041]], "lowdin_charge": [1.033, 0.049, -0.247, 0.224, 0.130, -0.586, 0.814, -0.054, 0.046, 0.123, 0.113, 0.099, 0.210, 0.149, 0.126, 1.230, -0.485, -0.291, 0.002, 0.061, 0.026, 0.099, -0.320, -0.123, 0.092, 0.147, 0.150, 0.159, -0.167, 0.799, -0.168, -0.490, -0.080, 0.001, 0.043, -0.006, -0.065, 0.068, 0.075, 0.101, 0.099, 0.083, 0.053, 0.115, 0.145, 0.150, 0.147, 0.122], "charge": 4, "multiplicity": 2, "lumo_energy_ha": [-0.56912, -0.56096], "largest_force_ha_per_bohr": 0.0170, "e_tot_ha": -4206.5250, "s_squared": 0.7593}

***

Entry 5:
{"formula": "C25H24Cl2N5O5SbV", "method": "ωB97M-V with the def2-TZVPD basis set", "symbols": ["V", "C", "C", "C", "C", "C", "C", "N", "Sb", "C", "C", "C", "C", "C", "C", "N", "C", "C", "C", "C", "C", "C", "N", "H", "H", "H", "H", "H", "H", "H", "H", "H", "H", "H", "H", "H", "H", "H", "H", "H", "H", "O", "C", "O", "C", "C", "C", "C", "C", "N", "H", "H", "H", "H", "Cl", "C", "Cl", "H", "H", "O", "N", "O", "O"], "positions_angstrom": [[-0.29926, -0.12174, 0.38124], [3.05355, -2.09484, -2.46249], [2.89092, -0.60715, -2.58349], [3.02360, 0.03557, -3.81486], [2.92375, 1.41190, -3.87552], [2.68612, 2.12097, -2.70363], [2.52654, 1.39577, -1.53603], [2.63537, 0.07224, -1.46601], [2.25973, 2.47685, 0.31385], [2.43283, 0.68539, 1.50607], [3.51129, 0.66468, 2.36457], [3.84821, -0.51987, 3.01163], [3.13967, -1.65072, 2.69444], [2.06749, -1.59106, 1.80557], [1.43058, -2.87849, 1.38377], [1.66420, -0.41632, 1.28195], [0.15940, 2.70270, 0.86766], [-0.25830, 4.01899, 0.97444], [-1.39542, 4.31554, 1.71037], [-2.03025, 3.29506, 2.38621], [-1.59745, 1.98611, 2.23226], [-2.27090, 0.88748, 2.99589], [-0.55494, 1.69827, 1.42691], [2.56468, -2.61480, -3.28616], [2.63323, -2.44604, -1.52279], [4.11265, -2.35958, -2.48491], [3.21133, -0.54685, -4.70677], [3.03099, 1.93329, -4.81748], [2.60709, 3.19992, -2.71025], [4.09133, 1.56463, 2.51725], [4.67485, -0.55876, 3.70853], [3.41149, -2.61161, 3.10910], [2.19727, -3.65231, 1.35776], [0.99117, -2.80497, 0.39271], [0.64709, -3.19216, 2.07136], [0.31883, 4.80586, 0.50794], [-1.74530, 5.33587, 1.79692], [-2.86678, 3.49580, 3.04106], [-2.56593, 1.26163, 3.97542], [-1.61551, 0.03060, 3.13278], [-3.18046, 0.55758, 2.49173], [-2.65491, -3.06991, 1.59479], [-2.21905, -2.03261, 1.17644], [-0.99454, -1.57208, 1.35498], [-3.06562, -1.06785, 0.38515], [-4.40750, -1.26446, 0.13955], [-5.10193, -0.25829, -0.51561], [-4.42912, 0.89872, -0.87760], [-3.07790, 1.00669, -0.60084], [-2.40424, 0.03049, 0.00902], [-4.87177, -2.18026, 0.47766], [-6.15645, -0.36742, -0.72946], [-4.93766, 1.71052, -1.37669], [-2.52944, 1.90580, -0.85334], [0.20209, -4.83771, -1.27960], [-1.10970, -3.75430, -1.72061], [-0.58938, -2.05609, -1.88367], [-1.87947, -3.80690, -0.95819], [-1.48423, -4.04918, -2.69376], [-1.34324, 0.71249, -3.08348], [-0.69365, 1.39343, -2.32950], [-0.47955, 2.58409, -2.41864], [-0.13756, 0.78935, -1.28561]], "atomic_forces_ev_per_a": [[-0.042, 0.620, 0.048], [-0.001, 0.023, -0.034], [0.008, -0.089, 0.005], [-0.010, 0.066, -0.007], [0.002, -0.017, 0.003], [-0.046, -0.071, -0.020], [-0.029, 0.193, 0.101], [0.070, -0.038, -0.037], [-0.007, -0.168, 0.081], [-0.072, 0.060, -0.053], [-0.033, -0.039, -0.001], [0.017, 0.061, -0.010], [0.050, -0.069, 0.048], [-0.084, -0.012, -0.095], [-0.001, -0.009, -0.014], [0.148, 0.035, -0.039], [0.101, 0.143, -0.102], [-0.014, -0.099, 0.006], [0.020, 0.058, -0.017], [-0.075, 0.028, 0.021], [0.011, -0.076, 0.023], [-0.022, -0.007, 0.018], [0.049, 0.019, 0.028], [0.006, -0.004, -0.007], [-0.010, 0.009, 0.021], [0.001, -0.008, 0.000], [0.001, -0.005, -0.013], [0.005, -0.011, -0.017], [0.002, 0.010, -0.005], [0.019, -0.006, 0.014], [0.003, 0.005, 0.003], [-0.008, -0.005, -0.002], [0.002, -0.005, 0.000], [0.043, 0.032, 0.049], [0.010, -0.003, 0.016], [0.010, 0.003, 0.011], [-0.006, 0.003, 0.003], [-0.008, -0.003, 0.004], [0.013, -0.013, 0.001], [-0.008, 0.001, -0.017], [-0.013, -0.003, 0.012], [0.103, -0.145, 0.036], [-0.103, 0.222, -0.027], [-0.213, -0.255, -0.033], [0.092, -0.028, 0.042], [0.021, -0.035, 0.018], [-0.005, 0.008, -0.007], [-0.018, -0.014, -0.005], [0.003, 0.033, 0.030], [-0.252, 0.014, -0.063], [-0.014, 0.007, -0.006], [-0.005, -0.004, -0.001], [0.001, 0.013, 0.000], [0.012, -0.011, -0.007], [0.051, -0.038, -0.025], [-0.054, -0.072, 0.002], [0.077, -0.055, -0.014], [0.022, 0.006, 0.001], [-0.038, 0.015, 0.028], [0.003, 0.058, -0.023], [0.023, 0.082, 0.264], [-0.065, -0.050, -0.039], [0.259, -0.360, -0.196]], "lowdin_charge": [0.973, -0.034, -0.324, -0.010, -0.043, -0.124, -0.477, 0.075, 1.587, -0.422, -0.113, -0.026, -0.005, -0.274, -0.045, -0.003, -0.421, -0.112, -0.023, -0.007, -0.290, 0.002, -0.015, 0.081, 0.049, 0.090, 0.120, 0.116, 0.098, 0.089, 0.122, 0.127, 0.096, 0.004, 0.097, 0.098, 0.123, 0.127, 0.099, 0.084, 0.090, 0.138, -0.557, -0.189, -0.202, 0.038, -0.007, -0.003, -0.083, 0.025, 0.135, 0.123, 0.123, 0.123, 0.589, -0.918, 0.678, 0.024, 0.036, 0.071, -0.508, 0.078, -0.296], "charge": 1, "multiplicity": 3, "lumo_energy_ha": [-0.13062, -0.12336], "largest_force_ha_per_bohr": 0.0121, "e_tot_ha": -3721.4637, "s_squared": 2.0112}

***

Entry 6:
{"formula": "C4H14N3", "method": "ωB97M-V with the def2-TZVPD basis set", "symbols": ["C", "C", "N", "N", "N", "H", "H", "H", "H", "H", "H", "H", "H", "C", "C", "H", "H", "H", "H", "H", "H"], "positions_angstrom": [[-2.14190, -0.55834, 0.23372], [0.11764, -0.29911, 1.16132], [-1.06473, 0.19788, 0.87428], [0.47269, -1.49069, 0.69356], [0.92630, 0.27430, 2.05870], [-1.35654, 1.07931, 1.26310], [-0.16459, -2.16360, 0.29585], [1.43482, -1.76211, 0.58076], [0.86440, 1.25868, 2.26450], [1.78339, -0.16479, 2.35639], [-2.43209, -1.39366, 0.85609], [-1.83206, -0.90758, -0.74984], [-2.97679, 0.09899, 0.02822], [1.15310, 1.49977, -1.97366], [0.41529, 0.25232, -2.50832], [1.04688, 2.28655, -2.71563], [0.81244, 1.85256, -1.00263], [2.22483, 1.30002, -1.92439], [-0.28816, 0.51277, -3.30474], [1.11145, -0.45128, -2.97142], [-0.12707, -0.26392, -1.72201]], "atomic_forces_ev_per_a": [[0.465, -0.008, -0.686], [0.089, -0.685, 0.822], [-0.830, 0.476, -0.229], [0.181, -0.967, -0.491], [0.345, 0.811, -0.244], [0.296, -0.006, 0.324], [-0.246, 0.452, -0.076], [0.138, 0.226, 0.369], [-0.146, -0.001, -0.013], [-0.098, -0.130, -0.219], [-0.269, -0.147, 0.135], [0.119, -0.169, 0.032], [-0.109, 0.117, 0.336], [0.253, -0.477, -0.771], [0.131, 0.225, -0.183], [-0.024, 0.311, 0.232], [-0.139, 0.044, -0.027], [-0.033, 0.050, 0.258], [-0.068, 0.010, 0.283], [-0.031, 0.010, 0.180], [-0.023, -0.141, -0.030]], "lowdin_charge": [-0.026, -0.462, 0.057, 0.218, 0.215, 0.163, 0.127, 0.139, 0.133, 0.135, 0.100, 0.078, 0.105, -0.148, -0.151, 0.066, 0.041, 0.064, 0.072, 0.071, 0.002], "charge": 1, "lumo_energy_ha": -0.11077, "largest_force_ha_per_bohr": 0.0214, "e_tot_ha": -324.8537}

***

Let's list relative energy (zero: lowest compared OMol25 entry of this formula, charge and spin) in order: 100.4, 330.5, 178.9, 55.1, 0.0, 29.2 kJ/mol.
Let's list molecular weight in order: 176.21, 99.13, 167.27, 637.61, 718.11, 104.18 Da.